P | A cluster of 2 separate species, C4H12NO2 in total. Source: the Open Molecules 2025 dataset; level of theory: ωB97M-V/def2-TZVPD.

LUMO energy = 3.94 eV
gap between HOMO and LUMO = 0.279 Eh
HOMO energy = -0.1343 Eh
total charge = -1

Geometry as XYZ:
```
19
Properties=species:S:1:pos:R:3:mulliken_charge:R:1
C 1.47 -0.02 -1.12 -0.894
N 0.19 0.64 -0.93 -0.497
C 0.79 1.44 1.33 -1.628
C -0.27 0.78 0.45 0.585
C -0.75 -0.55 1.09 -0.668
O -1.95 -1.04 0.58 -0.608
H 2.26 0.48 -0.57 0.310
H 1.45 -1.09 -0.86 0.280
H 1.69 0.00 -2.19 0.343
H -0.48 0.04 -1.44 0.363
H 0.33 1.67 2.29 0.449
H 1.15 2.38 0.91 0.385
H 1.65 0.79 1.48 0.328
H -1.16 1.41 0.37 0.161
H -0.88 -0.37 2.17 0.328
H 0.08 -1.28 0.98 0.232
H -1.79 -1.48 -0.38 0.438
H -2.29 -1.91 -2.37 0.151
O -1.51 -1.89 -1.80 -1.060
```

Q | A cluster of 2 separate species, C4H12NO2 in total. Source: the Open Molecules 2025 dataset; level of theory: ωB97M-V/def2-TZVPD.

LUMO energy = 3.76 eV
gap between HOMO and LUMO = 0.269 Eh
HOMO energy = -0.1314 Eh
total charge = -1

Geometry as XYZ:
```
19
Properties=species:S:1:pos:R:3:mulliken_charge:R:1
C -1.92 -1.97 -1.39 -1.183
C -1.84 -0.51 -0.96 -0.242
N -0.57 -0.24 -0.14 -0.349
C 0.90 -0.09 -0.57 -0.734
C 1.60 0.49 0.75 -0.268
O 0.77 1.59 1.13 -0.998
H -2.79 -2.32 -2.13 0.288
H -1.94 -2.59 -0.61 0.397
H -1.04 -2.16 -1.98 0.275
H -1.65 0.09 -1.92 0.215
H -2.87 -0.18 -0.55 0.281
H -0.69 0.66 0.35 0.221
H 0.92 0.46 -1.43 0.386
H 1.22 -1.12 -0.91 0.256
H 1.63 -0.28 1.58 0.170
H 2.74 0.52 0.68 0.302
H 1.62 2.24 3.30 0.290
H 1.74 2.44 2.01 0.447
O 2.17 2.96 2.77 -0.756
```

R | A cluster of 2 separate species, C4H12NO2 in total. Source: the Open Molecules 2025 dataset; level of theory: ωB97M-V/def2-TZVPD.

LUMO energy = 4.25 eV
gap between HOMO and LUMO = 0.272 Eh
HOMO energy = -0.1157 Eh
total charge = -1

Geometry as XYZ:
```
19
Properties=species:S:1:pos:R:3:mulliken_charge:R:1
C 0.10 -1.32 -0.48 -0.983
N 0.67 -0.32 -1.39 -0.353
C 1.15 0.93 -0.77 -0.689
O 0.32 1.65 0.01 -0.849
C -0.65 -0.95 0.81 -0.014
C 0.30 -0.80 2.03 -1.192
H 0.93 -1.94 -0.12 0.301
H -0.47 -2.05 -1.07 0.377
H -0.06 -0.12 -2.05 0.328
H 1.53 1.54 -1.64 0.345
H 2.09 0.67 -0.26 0.367
H -1.11 0.03 0.70 0.122
H -1.35 -1.75 1.09 0.435
H 0.45 -1.77 2.50 0.404
H -0.24 -0.08 2.63 0.313
H 1.29 -0.43 1.76 0.240
H -1.88 2.91 -1.61 0.249
H -1.09 1.79 -0.86 0.337
O -1.99 2.02 -1.26 -0.738
```

What is the least stable structure shown above? It is Q.